# 1
The following is a DFT calculation (wB97M-V/def2-TZVPD) of 3 unconnected molecules or ions with the total composition C46H68BrF9N2O8.

Geometry (Å):
C 10.71529 -3.10081 0.19273
O 10.02068 -2.09457 -0.63696
C 9.37111 -1.05818 0.20948
C 9.32058 0.43028 -0.47942
C 7.98518 0.71573 -1.40018
C 6.64941 1.15056 -0.55385
C 5.78096 2.37864 -1.21099
C 4.36066 1.92580 -1.89574
C 3.02072 2.56526 -1.12829
C 2.72682 1.80973 0.29630
C 1.14237 1.62014 0.67170
C 0.84336 1.17418 2.22211
C 0.63907 -0.47565 2.40812
C 1.76890 -1.35985 1.61650
C 3.23060 -1.62991 2.29568
C 3.78704 -1.09662 3.73686
F 2.76538 -0.71709 4.73122
F 4.51448 -2.27766 4.34158
C 4.96321 0.03684 3.48683
F 6.30476 -0.61690 3.72424
F 5.00979 0.53901 2.08935
C 4.90493 1.32560 4.48988
F 5.94686 2.29469 3.97958
F 3.63046 2.07862 4.49094
C 5.30008 1.03046 6.05072
F 5.22089 -0.38516 6.47164
F 6.73674 1.44319 6.23700
F 4.52065 1.88089 7.02744
C 4.30713 -2.57367 1.42942
C 3.99843 -3.23337 -0.03622
C 2.50043 -2.93205 -0.71684
C 1.39910 -1.97936 0.10625
C -0.02284 -1.72086 -0.67668
C -0.93835 -3.09196 -0.80816
C -0.51515 -4.29020 0.22743
O -0.67039 -3.92088 1.66975
C 2.23529 -3.63238 -2.17074
O 1.40978 -3.22226 -3.13320
C 3.13882 -4.99352 -2.52987
C 2.44230 -6.02819 -3.62154
C 3.23913 -7.37767 -4.10271
C 4.75249 -7.62389 -3.44882
C 5.53395 -8.98808 -4.01793
C 5.44283 -6.60744 -2.33080
Br 7.27498 -7.00170 -1.59416
C 4.61833 -5.26426 -1.86885
C 5.16111 -4.13957 -0.77746
O 6.43806 -3.94811 -0.43680
H 10.57029 -4.20512 -0.22482
H 11.89084 -2.93653 0.25231
H 10.34016 -3.13993 1.31368
H 10.07518 -0.95393 1.16760
H 8.33785 -1.44273 0.62347
H 9.47567 1.22522 0.39160
H 10.28823 0.50751 -1.17135
H 7.73195 -0.26006 -2.03444
H 8.28321 1.59163 -2.14517
H 7.03791 1.53048 0.50762
H 5.96296 0.20956 -0.43853
H 6.51478 2.92983 -1.97245
H 5.59939 3.17084 -0.33792
H 4.37512 2.35698 -3.00880
H 4.34195 0.75267 -1.93678
H 3.16953 3.73641 -0.96085
H 2.14493 2.46266 -1.90380
H 3.25826 2.38094 1.17919
H 3.20520 0.72385 0.20332
H 0.66877 0.92904 -0.14524
H 0.63695 2.69128 0.52419
H -0.19447 1.68493 2.51768
H 1.64404 1.62065 2.94829
H 0.50453 -0.77610 3.55584
H -0.43732 -0.68508 1.93473
H 5.37356 -2.81553 1.90552
H -0.70244 -0.88996 -0.21287
H 0.27340 -1.32050 -1.76203
H -0.89861 -3.53858 -1.91166
H -2.09488 -2.87562 -0.60851
H -1.30566 -5.16817 0.05816
H 0.53738 -4.77636 0.01744
H 0.24014 -4.07388 2.06911
H 1.37203 -5.80508 -4.06756
H 2.81215 -8.16550 -4.87651
H 4.76318 -9.62486 -4.65380
H 6.31394 -8.56662 -4.81684
H 6.06174 -9.59589 -3.16752
C -5.25480 0.72345 -0.03344
O -5.55936 1.79901 -0.91135
C -5.95109 2.99818 -0.22914
C -4.86262 4.07620 -0.35300
N -3.67854 3.73136 0.44266
C -2.49822 4.54907 0.14025
C -1.94045 4.50174 -1.29966
O -1.36008 3.24740 -1.66091
C -2.29624 2.26648 -2.08623
H -5.15657 -0.18622 -0.63226
H -4.30419 0.89419 0.47652
H -6.05161 0.57144 0.70104
H -6.22181 2.80997 0.81593
H -6.85088 3.36029 -0.73944
H -5.26231 5.03493 -0.00245
H -4.61706 4.17516 -1.41409
H -3.43885 2.75909 0.27333
H -1.70646 4.20946 0.81645
H -2.71306 5.59141 0.40800
H -1.11894 5.23099 -1.34649
H -2.66754 4.82608 -2.04857
H -3.14766 2.70237 -2.61664
H -2.63230 1.67965 -1.23283
H -1.78636 1.57816 -2.76590
C -8.95394 1.80218 -1.36296
O -9.31173 3.04654 -0.77654
C -10.32782 3.74889 -1.50532
C -11.65274 3.75361 -0.72635
N -12.26220 2.41866 -0.70409
C -13.35806 2.27963 0.26184
C -13.03370 2.50770 1.75498
O -12.18962 1.50842 2.32918
C -10.80220 1.70149 2.08983
H -8.05550 1.43522 -0.85907
H -9.74488 1.06264 -1.22026
H -8.73336 1.91343 -2.42900
H -10.45332 3.35787 -2.52132
H -9.97974 4.78428 -1.59460
H -12.34790 4.45632 -1.20041
H -11.43879 4.11298 0.28414
H -11.54913 1.73417 -0.47079
H -13.73574 1.25723 0.15449
H -14.17624 2.94845 -0.03408
H -13.98545 2.43894 2.30116
H -12.64717 3.50968 1.95828
H -10.52767 2.75939 2.04824
H -10.50895 1.19018 1.17431
H -10.24536 1.23594 2.90770

Multiplicity = 1
ΔE to the lowest compared entry with this formula, charge and spin = 26.828 eV
Energy = -162632.65720 eV
Maximum force = 8.15 eV/Å
HOMO = -8.788 eV
Molecular weight = 1027.9 g/mol

# 2
The following is a DFT calculation (wB97M-V/def2-TZVPD) of 4 unconnected molecules or ions with the total composition C46H71ClN3O4.

Geometry (Å):
C 1.44563 5.76310 1.17403
C 2.27343 5.20276 2.45414
C 1.32551 4.33304 3.44321
C 1.91592 2.81264 3.61117
C 1.41337 2.29401 5.04525
C 0.78027 0.81931 5.04437
C 1.70618 -0.30363 4.35623
C 0.80128 -1.48857 3.75147
C 0.61432 -1.40557 2.15983
C 0.21294 0.05897 1.62508
C -0.82187 -0.01788 0.36461
C -0.03763 0.58803 -0.89325
C -0.87009 0.63110 -2.26331
C -2.21232 1.49206 -2.37051
C -2.33772 2.69572 -1.31083
C -3.61000 2.37808 -0.38023
Cl -3.54123 3.12700 1.28592
C 0.23348 1.26774 -3.27845
N 0.86839 0.18586 -4.12914
C 2.33975 0.34203 -4.36583
C 2.99728 -0.77648 -5.31116
C 3.92512 -1.84802 -4.50142
C 3.62518 -3.37598 -4.89901
C 3.60896 -4.39587 -3.66573
O 4.69165 -4.22376 -2.71907
C 5.97240 -4.34493 -3.32356
C 6.35427 -5.29747 -4.54381
O 6.89823 -3.66291 -2.81920
C 0.42770 -1.03466 -3.48064
N 0.97914 -2.27029 -3.41108
N -0.81687 -0.77055 -2.76848
C -2.05516 -1.38437 -3.32336
C -2.98098 -1.87846 -2.07645
C -4.55045 -1.71119 -2.44083
O -4.98965 -2.10069 -3.54105
O -5.38457 -1.06531 -1.47516
H 1.32896 4.86456 0.46558
H 2.02842 6.60609 0.66547
H 0.42252 6.14069 1.49958
H 3.12524 4.53291 2.07507
H 2.66125 6.08486 3.06592
H 1.24494 4.87975 4.44810
H 0.26493 4.23433 2.99448
H 3.06556 2.85143 3.50968
H 1.55011 2.17074 2.73782
H 2.30847 2.30910 5.77213
H 0.61515 2.99836 5.47680
H 0.61720 0.51643 6.14056
H -0.25734 0.88694 4.57312
H 2.39147 -0.73392 5.17216
H 2.37796 0.08933 3.52314
H 1.33706 -2.47130 3.98087
H -0.25235 -1.54748 4.20407
H 1.59395 -1.72460 1.63664
H -0.17352 -2.17382 1.85179
H 1.20247 0.55110 1.28562
H -0.21866 0.74783 2.42126
H -1.77134 0.57481 0.57558
H -1.07267 -1.13002 0.20943
H 0.30509 1.65853 -0.63924
H 0.94300 -0.01931 -0.98584
H -2.20056 1.98338 -3.41553
H -3.18253 0.89738 -2.32028
H -1.38373 2.94054 -0.74324
H -2.60660 3.64924 -1.90364
H -3.66211 1.23745 -0.25140
H -4.56444 2.67290 -0.95258
H 1.11936 1.60139 -2.63171
H -0.07612 2.23703 -3.82137
H 2.89206 0.45175 -3.35609
H 2.46739 1.36559 -4.88396
H 3.58177 -0.32447 -6.19617
H 2.11938 -1.34780 -5.79868
H 3.75134 -1.64709 -3.39042
H 5.02233 -1.57978 -4.70561
H 2.56111 -3.39992 -5.35113
H 4.32450 -3.71606 -5.73031
H 3.61656 -5.45993 -4.10322
H 2.63494 -4.33726 -3.04966
H 6.80863 -4.64441 -5.35655
H 7.09912 -6.07358 -4.14767
H 5.48385 -5.88068 -4.98971
H 1.76380 -2.38957 -2.74559
H 0.64514 -3.06969 -3.96982
H -1.73998 -2.34711 -3.85823
H -2.67209 -0.68415 -3.98941
H -2.81485 -1.22624 -1.13791
H -2.74007 -2.96069 -1.76767
H -4.95582 -1.28445 -0.61167
C -3.06421 -3.40215 2.71278
C -2.83583 -4.23237 1.61971
C -2.93333 -5.61294 1.76105
C -3.26902 -6.16309 2.99422
C -3.50098 -5.33265 4.08633
C -3.39450 -3.95253 3.94720
H -2.98465 -2.32511 2.60268
H -2.58045 -3.80242 0.65573
H -2.74879 -6.26031 0.91046
H -3.34989 -7.23908 3.10367
H -3.76426 -5.76191 5.04722
H -3.57002 -3.30591 4.79997
C 7.93699 4.21161 5.80827
C 7.37761 5.45801 5.54627
C 5.99836 5.59007 5.42095
C 5.17633 4.47646 5.56766
C 5.73641 3.23054 5.83307
C 7.11638 3.09695 5.94924
H 9.01270 4.10849 5.90256
H 8.01746 6.32756 5.43873
H 5.56331 6.56108 5.20990
H 4.10005 4.57980 5.47263
H 5.09589 2.36187 5.94885
H 7.55238 2.12454 6.15088
C -10.03443 1.13394 -3.80552
C -8.88479 0.49550 -4.26039
C -8.08251 -0.21232 -3.37067
C -8.43573 -0.28968 -2.02678
C -9.58745 0.34565 -1.57262
C -10.38464 1.06107 -2.46073
H -10.65781 1.68841 -4.49891
H -8.61337 0.55023 -5.30958
H -7.18270 -0.70470 -3.72420
H -7.81368 -0.84506 -1.33449
H -9.86358 0.28378 -0.52500
H -11.27931 1.56068 -2.10543

Multiplicity = 1
Net charge = +1
Energy = -74023.31387 eV
Maximum force = 5.32 eV/Å
HOMO = -10.585 eV
Molecular weight = 765.5 g/mol